Entry 1:
{
  "formula": "C3H7N3O3P",
  "method": "ωB97M-V/def2-TZVPD",
  "species": ["C", "C", "C", "N", "N", "N", "O", "O", "O", "P", "H", "H", "H", "H", "H", "H", "H"],
  "coordinates": [[-0.69, -0.71, -0.29], [1.19, 0.41, -0.25], [0.07, 1.28, 0.49], [0.47, -0.65, -0.86], [-0.92, 0.24, 0.77], [-1.57, -1.69, -0.55], [-2.82, -3.56, -1.61], [-0.44, -3.23, -2.20], [-2.07, -1.43, -3.18], [-1.88, -2.53, -2.12], [1.75, 1.10, -0.97], [1.81, -0.02, 0.57], [0.55, 1.79, 1.53], [-0.42, 2.19, 0.09], [0.18, -2.50, -1.94], [-1.83, 0.40, 1.14], [-2.54, -1.53, -0.30]],
  "total_charge": -1,
  "multiplicity": 3,
  "mol_weight_g_mol": 164.08,
  "homo_lumo_gap_ev": [3.67, 6.62],
  "homo_energy_ev": [0.04, -5.13]
}



Entry 2:
{
  "formula": "C23H30N4O4S",
  "method": "ωB97M-V/def2-TZVPD",
  "species": ["C", "C", "O", "C", "C", "C", "C", "N", "C", "C", "O", "N", "C", "C", "C", "C", "C", "C", "C", "O", "C", "C", "C", "O", "N", "C", "N", "C", "C", "S", "C", "C", "H", "H", "H", "H", "H", "H", "H", "H", "H", "H", "H", "H", "H", "H", "H", "H", "H", "H", "H", "H", "H", "H", "H", "H", "H", "H", "H", "H", "H", "H"],
  "coordinates": [[5.36, -3.78, 0.40], [6.05, -2.44, 0.60], [5.21, -1.49, 1.22], [4.14, -1.01, 0.55], [3.96, -1.05, -0.84], [2.82, -0.53, -1.41], [1.80, 0.00, -0.63], [0.61, 0.48, -1.21], [0.04, 1.72, -0.72], [-1.32, 1.40, -0.08], [-1.50, 0.37, 0.54], [-2.25, 2.36, -0.22], [-3.62, 2.18, 0.20], [-4.13, 3.44, 0.91], [-4.32, 4.60, -0.06], [-5.25, 4.20, -1.20], [-4.70, 2.99, -1.94], [-4.51, 1.81, -0.99], [-0.21, -0.17, -2.09], [-1.19, 0.40, -2.53], [0.04, -1.63, -2.41], [-0.69, -2.49, -1.36], [0.22, -2.76, -0.18], [1.14, -3.55, -0.22], [-0.08, -2.07, 0.96], [0.66, -2.26, 2.10], [0.47, -1.60, 3.19], [1.34, -1.99, 4.15], [2.21, -2.96, 3.79], [1.95, -3.43, 2.15], [2.00, 0.08, 0.75], [3.15, -0.40, 1.32], [4.48, -3.67, -0.22], [6.05, -4.48, -0.06], [5.04, -4.18, 1.36], [6.89, -2.54, 1.29], [6.44, -2.05, -0.35], [4.72, -1.47, -1.48], [2.73, -0.52, -2.49], [0.71, 2.17, 0.01], [-0.10, 2.41, -1.56], [-2.07, 3.13, -0.84], [-3.61, 1.34, 0.91], [-5.09, 3.20, 1.37], [-3.44, 3.72, 1.70], [-3.36, 4.92, -0.46], [-4.74, 5.45, 0.48], [-6.24, 3.96, -0.80], [-5.37, 5.04, -1.89], [-3.74, 3.24, -2.41], [-5.38, 2.70, -2.74], [-4.06, 0.97, -1.52], [-5.48, 1.49, -0.61], [1.09, -1.91, -2.43], [-0.40, -1.81, -3.39], [-1.61, -2.00, -1.04], [-0.93, -3.45, -1.80], [-0.74, -1.29, 0.95], [1.28, -1.51, 5.11], [2.98, -3.42, 4.38], [1.22, 0.49, 1.38], [3.30, -0.34, 2.39]],
  "e_above_lowest_kj_mol": 75.7,
  "mol_weight_g_mol": 458.58,
  "homo_lumo_gap_ev": 8.68,
  "homo_energy_ev": -8.00
}



Entry 3:
{
  "formula": "C2H2ClO3PS",
  "method": "ωB97M-V/def2-TZVPD",
  "species": ["C", "C", "O", "O", "O", "P", "S", "Cl", "H", "H"],
  "coordinates": [[1.66, -0.17, -0.29], [-0.80, -0.88, 0.24], [1.08, 0.77, 0.32], [-0.82, 1.27, -1.49], [-1.47, 1.82, 0.95], [-0.83, 0.89, -0.09], [3.22, -0.77, -0.08], [-2.55, -1.33, 0.13], [1.14, -0.74, -1.01], [-0.64, -0.85, 1.31]],
  "total_charge": -2,
  "e_above_lowest_kj_mol": 53.5,
  "mol_weight_g_mol": 172.53,
  "homo_lumo_gap_ev": 5.07,
  "homo_energy_ev": 0.48
}



Entry 4:
{
  "formula": "C22H29F7MoN6S3SbSi",
  "method": "ωB97M-V/def2-TZVPD",
  "species": ["Mo", "C", "S", "C", "S", "N", "N", "C", "C", "C", "C", "C", "C", "N", "H", "H", "H", "H", "H", "H", "H", "H", "C", "Si", "C", "C", "N", "C", "C", "C", "C", "C", "C", "F", "H", "H", "H", "H", "H", "H", "H", "H", "H", "H", "H", "H", "H", "F", "Sb", "F", "F", "F", "F", "F", "C", "N", "C", "C", "N", "C", "S", "H", "H", "H", "H", "H", "H", "C", "H", "H"],
  "coordinates": [[-0.40, 0.82, 0.83], [1.45, 3.72, 4.72], [-0.31, 3.97, 4.41], [-0.57, 3.07, 2.96], [0.76, 2.48, 2.03], [-1.82, 2.96, 2.59], [-1.93, 2.25, 1.43], [-3.07, 2.23, 0.85], [-3.10, 1.52, -0.41], [-4.20, 1.51, -1.26], [-4.07, 0.96, -2.52], [-2.83, 0.45, -2.90], [-1.79, 0.47, -2.00], [-1.93, 0.95, -0.76], [1.63, 4.16, 5.70], [2.06, 4.23, 3.98], [1.68, 2.66, 4.74], [-3.92, 2.76, 1.26], [-5.12, 1.97, -0.94], [-4.90, 0.95, -3.21], [-2.66, 0.06, -3.89], [-0.80, 0.12, -2.26], [1.04, -1.61, -1.45], [1.97, 0.04, -1.33], [2.40, 0.51, -3.12], [3.54, -0.29, -0.39], [0.90, 1.33, -0.73], [1.27, 2.64, -1.05], [2.61, 3.04, -1.21], [2.98, 4.33, -1.52], [2.02, 5.32, -1.67], [0.69, 4.98, -1.52], [0.35, 3.68, -1.23], [-0.98, 3.41, -1.12], [1.28, -2.08, -2.41], [-0.05, -1.50, -1.39], [1.32, -2.29, -0.64], [3.48, 0.65, -3.24], [1.92, 1.44, -3.44], [2.10, -0.28, -3.81], [4.18, -0.93, -1.01], [3.35, -0.81, 0.55], [4.11, 0.61, -0.17], [3.38, 2.29, -1.07], [4.03, 4.57, -1.63], [2.30, 6.34, -1.90], [-0.10, 5.71, -1.63], [0.91, -0.56, 1.07], [1.30, -2.36, 3.05], [-1.15, 0.07, 2.48], [2.53, -0.94, 3.65], [2.13, -3.71, 4.18], [2.61, -2.74, 1.70], [0.14, -3.65, 1.58], [-2.44, -5.30, 1.62], [-1.60, -5.21, 0.43], [-0.51, -6.00, 0.17], [0.10, -5.51, -0.93], [-0.64, -4.42, -1.33], [-1.65, -4.24, -0.48], [-2.80, -2.91, -0.50], [-2.39, -6.32, 1.99], [-3.46, -5.04, 1.36], [-2.02, -4.61, 2.36], [-0.23, -6.81, 0.82], [0.99, -5.82, -1.44], [-0.38, -3.75, -2.03], [-2.00, -1.94, 0.69], [-2.59, -1.25, 1.27], [-1.08, -2.37, 1.09]],
  "e_above_lowest_kj_mol": 188.9,
  "multiplicity": 4,
  "mol_weight_g_mol": 852.49,
  "homo_lumo_gap_ev": [6.19, 6.02],
  "homo_energy_ev": [-7.37, -7.74]
}



Entry 5:
{
  "formula": "C2H3Cl2N",
  "method": "ωB97M-V/def2-TZVPD",
  "species": ["H", "N", "C", "C", "Cl", "Cl", "H", "H"],
  "coordinates": [[1.55, 0.69, 1.86], [1.22, 0.41, 0.93], [0.10, -0.08, 0.89], [-0.32, -0.14, -0.95], [-0.63, -1.68, -1.67], [-1.71, 0.89, -1.10], [-0.75, -0.24, 1.45], [0.53, 0.16, -1.41]],
  "e_above_lowest_kj_mol": 144.9,
  "mol_weight_g_mol": 111.96,
  "homo_lumo_gap_ev": 10.40,
  "homo_energy_ev": -9.45
}



Entry 6:
{
  "formula": "C16H60F2InNO20S2",
  "method": "ωB97M-V/def2-TZVPD",
  "species": ["In", "O", "C", "C", "O", "H", "H", "H", "H", "N", "S", "O", "O", "F", "S", "O", "O", "F", "C", "O", "H", "H", "H", "H", "C", "O", "H", "H", "H", "H", "C", "O", "H", "H", "H", "H", "C", "O", "H", "H", "H", "H", "C", "O", "H", "H", "H", "H", "C", "O", "H", "H", "H", "H", "C", "O", "H", "H", "H", "H", "C", "O", "H", "H", "H", "H", "C", "O", "H", "H", "H", "H", "C", "O", "H", "H", "H", "H", "C", "O", "H", "H", "H", "H", "C", "O", "H", "H", "H", "H", "C", "O", "H", "H", "H", "H", "C", "O", "H", "H", "H", "H"],
  "coordinates": [[3.03, 1.06, -1.49], [2.44, 3.71, -0.17], [1.34, 3.70, 0.40], [0.88, 5.16, 1.18], [1.15, 6.18, 0.55], [1.16, 2.89, 1.13], [0.56, 3.54, -0.38], [1.40, 5.07, 2.15], [-0.19, 5.09, 1.43], [0.80, -0.14, -0.15], [0.92, -1.23, 1.03], [0.23, -2.45, 0.80], [1.01, -0.70, 2.35], [2.45, -1.57, 0.72], [-0.83, 0.11, -0.03], [-1.42, 0.67, 1.14], [-1.60, -0.80, -0.81], [-0.89, 1.40, -0.99], [0.29, -0.77, -4.16], [1.53, -0.06, -4.22], [0.51, -1.83, -4.02], [-0.34, -0.45, -3.34], [-0.22, -0.66, -5.12], [1.98, -0.35, -5.02], [-3.73, 1.92, -3.47], [-3.35, 2.31, -4.80], [-3.52, 2.73, -2.77], [-4.79, 1.72, -3.44], [-3.11, 1.07, -3.18], [-3.37, 3.27, -4.84], [-3.18, -1.76, -4.24], [-4.12, -2.81, -4.39], [-2.37, -1.90, -4.95], [-3.64, -0.82, -4.56], [-2.78, -1.61, -3.23], [-4.94, -2.46, -4.02], [3.06, -4.62, 1.63], [3.84, -4.28, 2.80], [2.83, -5.68, 1.74], [2.14, -4.04, 1.65], [3.58, -4.41, 0.71], [3.52, -4.86, 3.50], [3.90, -1.08, 4.48], [3.94, -1.45, 3.12], [4.12, -1.91, 5.16], [4.62, -0.27, 4.67], [2.92, -0.69, 4.75], [3.90, -2.42, 3.07], [-3.65, -3.05, 0.50], [-3.27, -2.97, -0.85], [-4.73, -3.09, 0.65], [-3.20, -3.94, 0.96], [-3.34, -2.17, 1.07], [-2.79, -2.14, -0.99], [4.09, 1.84, 2.18], [3.93, 0.67, 1.40], [4.98, 1.84, 2.81], [4.14, 2.68, 1.49], [3.23, 1.95, 2.84], [4.15, -0.12, 1.93], [-0.14, 2.91, -3.41], [1.24, 2.85, -3.05], [-0.22, 3.19, -4.47], [-0.53, 1.91, -3.28], [-0.78, 3.61, -2.87], [1.60, 3.73, -3.17], [0.88, 1.69, 5.00], [-0.01, 0.63, 4.69], [0.77, 1.87, 6.07], [1.94, 1.51, 4.77], [0.56, 2.59, 4.46], [0.13, 0.41, 3.76], [-3.58, 3.71, 0.68], [-4.31, 4.38, -0.35], [-4.33, 3.30, 1.36], [-2.94, 2.92, 0.28], [-3.04, 4.41, 1.34], [-3.63, 4.63, -0.98], [-2.50, -1.07, 3.53], [-3.63, -1.96, 3.64], [-1.71, -1.58, 2.99], [-2.81, -0.23, 2.91], [-2.24, -0.73, 4.53], [-4.37, -1.41, 3.92], [-4.95, 0.52, -0.20], [-5.61, 0.07, -1.40], [-5.17, -0.25, 0.53], [-3.88, 0.64, -0.34], [-5.40, 1.48, 0.05], [-6.22, 0.74, -1.70], [1.75, -3.31, -2.10], [2.68, -2.26, -2.37], [0.79, -2.86, -1.87], [1.64, -3.99, -2.94], [2.12, -3.91, -1.26], [3.48, -2.65, -2.72], [5.57, -2.32, -0.15], [5.11, -1.07, -0.61], [5.42, -3.12, -0.90], [6.64, -2.36, 0.05], [5.01, -2.66, 0.72], [5.45, -0.97, -1.51]],
  "e_above_lowest_kj_mol": 0.0,
  "mol_weight_g_mol": 803.59,
  "homo_lumo_gap_ev": 5.60,
  "homo_energy_ev": -8.96
}



Copy entry 2 word for word.
{
  "formula": "C23H30N4O4S",
  "method": "ωB97M-V/def2-TZVPD",
  "species": ["C", "C", "O", "C", "C", "C", "C", "N", "C", "C", "O", "N", "C", "C", "C", "C", "C", "C", "C", "O", "C", "C", "C", "O", "N", "C", "N", "C", "C", "S", "C", "C", "H", "H", "H", "H", "H", "H", "H", "H", "H", "H", "H", "H", "H", "H", "H", "H", "H", "H", "H", "H", "H", "H", "H", "H", "H", "H", "H", "H", "H", "H"],
  "coordinates": [[5.36, -3.78, 0.40], [6.05, -2.44, 0.60], [5.21, -1.49, 1.22], [4.14, -1.01, 0.55], [3.96, -1.05, -0.84], [2.82, -0.53, -1.41], [1.80, 0.00, -0.63], [0.61, 0.48, -1.21], [0.04, 1.72, -0.72], [-1.32, 1.40, -0.08], [-1.50, 0.37, 0.54], [-2.25, 2.36, -0.22], [-3.62, 2.18, 0.20], [-4.13, 3.44, 0.91], [-4.32, 4.60, -0.06], [-5.25, 4.20, -1.20], [-4.70, 2.99, -1.94], [-4.51, 1.81, -0.99], [-0.21, -0.17, -2.09], [-1.19, 0.40, -2.53], [0.04, -1.63, -2.41], [-0.69, -2.49, -1.36], [0.22, -2.76, -0.18], [1.14, -3.55, -0.22], [-0.08, -2.07, 0.96], [0.66, -2.26, 2.10], [0.47, -1.60, 3.19], [1.34, -1.99, 4.15], [2.21, -2.96, 3.79], [1.95, -3.43, 2.15], [2.00, 0.08, 0.75], [3.15, -0.40, 1.32], [4.48, -3.67, -0.22], [6.05, -4.48, -0.06], [5.04, -4.18, 1.36], [6.89, -2.54, 1.29], [6.44, -2.05, -0.35], [4.72, -1.47, -1.48], [2.73, -0.52, -2.49], [0.71, 2.17, 0.01], [-0.10, 2.41, -1.56], [-2.07, 3.13, -0.84], [-3.61, 1.34, 0.91], [-5.09, 3.20, 1.37], [-3.44, 3.72, 1.70], [-3.36, 4.92, -0.46], [-4.74, 5.45, 0.48], [-6.24, 3.96, -0.80], [-5.37, 5.04, -1.89], [-3.74, 3.24, -2.41], [-5.38, 2.70, -2.74], [-4.06, 0.97, -1.52], [-5.48, 1.49, -0.61], [1.09, -1.91, -2.43], [-0.40, -1.81, -3.39], [-1.61, -2.00, -1.04], [-0.93, -3.45, -1.80], [-0.74, -1.29, 0.95], [1.28, -1.51, 5.11], [2.98, -3.42, 4.38], [1.22, 0.49, 1.38], [3.30, -0.34, 2.39]],
  "e_above_lowest_kj_mol": 75.7,
  "mol_weight_g_mol": 458.58,
  "homo_lumo_gap_ev": 8.68,
  "homo_energy_ev": -8.00
}



- What is the formula in the sixth record?
  C16H60F2InNO20S2



Please write out number 2 again, unchanged.
{
  "formula": "C23H30N4O4S",
  "method": "ωB97M-V/def2-TZVPD",
  "species": ["C", "C", "O", "C", "C", "C", "C", "N", "C", "C", "O", "N", "C", "C", "C", "C", "C", "C", "C", "O", "C", "C", "C", "O", "N", "C", "N", "C", "C", "S", "C", "C", "H", "H", "H", "H", "H", "H", "H", "H", "H", "H", "H", "H", "H", "H", "H", "H", "H", "H", "H", "H", "H", "H", "H", "H", "H", "H", "H", "H", "H", "H"],
  "coordinates": [[5.36, -3.78, 0.40], [6.05, -2.44, 0.60], [5.21, -1.49, 1.22], [4.14, -1.01, 0.55], [3.96, -1.05, -0.84], [2.82, -0.53, -1.41], [1.80, 0.00, -0.63], [0.61, 0.48, -1.21], [0.04, 1.72, -0.72], [-1.32, 1.40, -0.08], [-1.50, 0.37, 0.54], [-2.25, 2.36, -0.22], [-3.62, 2.18, 0.20], [-4.13, 3.44, 0.91], [-4.32, 4.60, -0.06], [-5.25, 4.20, -1.20], [-4.70, 2.99, -1.94], [-4.51, 1.81, -0.99], [-0.21, -0.17, -2.09], [-1.19, 0.40, -2.53], [0.04, -1.63, -2.41], [-0.69, -2.49, -1.36], [0.22, -2.76, -0.18], [1.14, -3.55, -0.22], [-0.08, -2.07, 0.96], [0.66, -2.26, 2.10], [0.47, -1.60, 3.19], [1.34, -1.99, 4.15], [2.21, -2.96, 3.79], [1.95, -3.43, 2.15], [2.00, 0.08, 0.75], [3.15, -0.40, 1.32], [4.48, -3.67, -0.22], [6.05, -4.48, -0.06], [5.04, -4.18, 1.36], [6.89, -2.54, 1.29], [6.44, -2.05, -0.35], [4.72, -1.47, -1.48], [2.73, -0.52, -2.49], [0.71, 2.17, 0.01], [-0.10, 2.41, -1.56], [-2.07, 3.13, -0.84], [-3.61, 1.34, 0.91], [-5.09, 3.20, 1.37], [-3.44, 3.72, 1.70], [-3.36, 4.92, -0.46], [-4.74, 5.45, 0.48], [-6.24, 3.96, -0.80], [-5.37, 5.04, -1.89], [-3.74, 3.24, -2.41], [-5.38, 2.70, -2.74], [-4.06, 0.97, -1.52], [-5.48, 1.49, -0.61], [1.09, -1.91, -2.43], [-0.40, -1.81, -3.39], [-1.61, -2.00, -1.04], [-0.93, -3.45, -1.80], [-0.74, -1.29, 0.95], [1.28, -1.51, 5.11], [2.98, -3.42, 4.38], [1.22, 0.49, 1.38], [3.30, -0.34, 2.39]],
  "e_above_lowest_kj_mol": 75.7,
  "mol_weight_g_mol": 458.58,
  "homo_lumo_gap_ev": 8.68,
  "homo_energy_ev": -8.00
}